# C63H130F15N5O12

A cluster of 10 separate species, C63H130F15N5O12 in total at a distorted geometry (ωB97M-V/def2-TZVPD, OMol25).

```
225
Properties=species:S:1:pos:R:3:forces:R:3
C -1.049245 5.460557 6.204554 -0.757 0.445 0.326
C 0.355335 5.192650 5.699952 0.374 0.346 -1.590
C 0.483878 3.942090 4.755552 0.761 0.414 -0.029
C 1.973249 3.556927 4.598092 -0.643 0.668 1.265
N 2.259329 2.343139 3.818409 -2.086 1.185 -1.824
C 3.645305 1.917246 3.858713 0.011 -2.762 -0.474
C 3.851347 1.158391 2.544977 -0.734 -0.445 -0.045
C 3.143833 2.025606 1.540128 -0.200 0.422 -1.517
C 2.016113 2.750960 2.254837 1.718 -1.324 2.163
C 1.310642 1.180168 4.156952 1.585 0.827 1.726
C 1.214941 0.824574 5.673631 1.512 -0.220 -1.278
C 0.406571 -0.423132 5.902769 -0.784 0.273 -0.042
H -1.322640 4.602231 6.843541 -0.269 0.565 -0.041
H -1.789115 5.505672 5.365071 0.612 -0.005 0.633
H -1.120268 6.451214 6.786284 0.140 -1.613 -0.765
H 1.039328 5.073042 6.543138 0.003 -0.069 0.012
H 0.685533 6.096839 5.152309 0.119 -0.405 0.156
H -0.008747 3.977771 3.769935 -0.079 0.419 0.463
H 0.061534 3.114273 5.282296 -0.742 -0.537 0.246
H 2.290515 3.382629 5.614084 0.526 -0.204 0.400
H 2.563208 4.388517 4.228003 0.173 0.011 -0.308
H 3.730881 1.156946 4.638204 0.562 0.793 0.503
H 4.251732 2.762855 3.872360 1.237 1.367 0.668
H 3.295902 0.224277 2.649696 0.347 -0.096 -0.177
H 4.862158 0.910207 2.216938 0.011 0.181 0.509
H 2.756958 1.476065 0.678004 0.150 -0.125 0.093
H 3.870280 2.749218 1.127652 -0.412 -0.086 0.181
H 1.004410 2.511320 2.128002 -1.280 -0.584 -0.785
H 2.152642 3.793619 2.171429 -0.045 1.183 0.264
H 1.744326 0.404978 3.586414 0.018 -1.472 -0.134
H 0.393866 1.389108 3.724804 -1.990 0.672 -0.698
H 1.008136 1.629447 6.362483 -0.665 0.441 -0.174
H 2.202768 0.524309 5.961915 0.951 -0.026 0.211
H -0.621708 -0.220230 5.585632 0.015 -0.454 -0.462
H 0.290989 -0.540459 6.970917 0.288 -0.430 0.423
H 0.899737 -1.287797 5.411703 -0.591 0.516 0.194
C 3.561201 6.495433 -5.817106 2.092 0.454 -0.729
C 2.196597 6.241227 -6.300403 -0.658 -0.416 -1.805
C 1.429090 5.324184 -5.413396 -1.853 -1.599 -0.465
C 1.942828 3.850898 -5.520064 -0.405 0.573 1.465
N 1.832425 3.009392 -4.205003 1.018 0.885 -0.271
C 2.831051 3.515987 -3.187412 -0.368 0.557 0.326
C 4.187463 2.932590 -3.533618 -1.218 2.098 -4.124
C 3.907426 1.806129 -4.576585 -0.298 1.203 0.659
C 2.385834 1.678617 -4.500815 0.645 -1.352 -2.423
C 0.475166 2.904255 -3.618880 -2.334 0.163 -0.548
C -0.730613 2.742498 -4.648680 1.459 0.077 -0.797
C -2.017381 3.402850 -4.170267 -0.704 -1.362 -1.217
H 3.676517 7.161991 -4.970467 -0.211 -0.084 0.397
H 4.055478 6.987682 -6.656628 0.345 0.277 0.160
H 4.169524 5.589555 -5.695314 -0.266 0.089 0.362
H 2.323909 5.728394 -7.293493 -0.427 0.666 0.568
H 1.674223 7.207610 -6.454996 0.092 -0.646 -0.003
H 0.363815 5.261742 -5.706050 0.334 0.310 -0.025
H 1.400629 5.798428 -4.454399 0.247 -0.344 1.139
H 2.989199 3.879622 -5.761689 0.485 -0.286 0.085
H 1.461633 3.250346 -6.298098 -0.004 0.417 0.166
H 2.513337 3.110129 -2.260828 -0.514 -0.677 0.921
H 2.819906 4.603393 -2.998344 -0.224 -0.322 -0.788
H 4.597346 2.660954 -2.665741 1.967 -1.410 3.175
H 4.771722 3.772988 -3.981193 0.009 -0.869 0.266
H 4.453442 0.892904 -4.431486 -0.138 -0.462 0.594
H 4.243302 2.096867 -5.538722 0.068 0.569 -1.046
H 2.206887 0.962319 -3.735358 -0.898 -0.365 1.106
H 1.927645 1.352016 -5.456699 0.473 -0.023 0.692
H 0.272694 3.840865 -3.122139 0.175 0.394 0.353
H 0.380292 2.094138 -2.856535 0.787 0.554 -0.622
H -0.955745 1.682501 -4.767783 0.241 -0.035 -0.149
H -0.414444 3.103707 -5.674543 -0.512 -0.337 1.182
H -2.280788 2.920876 -3.241290 -0.436 -0.088 0.421
H -2.839304 3.206161 -4.936776 1.001 0.248 1.066
H -1.968431 4.446500 -3.991722 0.269 1.114 0.057
C -0.788188 -6.200592 -0.339373 -0.082 0.752 -0.420
C -1.169397 -5.670622 -1.720500 0.156 -0.844 -0.647
C -0.736487 -4.207373 -1.985956 -0.041 -1.485 -0.826
C -1.573434 -3.216960 -1.187152 -0.320 -0.808 -0.740
N -1.006701 -1.896659 -1.054117 2.897 2.702 -0.146
C 0.491458 -1.976453 -0.406686 -2.024 0.774 0.845
C 0.700028 -0.637277 0.369109 -0.426 -1.092 -0.726
C -0.707650 -0.424690 0.916277 0.514 -1.198 2.304
C -1.695242 -1.021342 -0.051794 -0.860 0.892 -1.199
C -0.876806 -1.241316 -2.441918 1.917 -0.815 -0.412
C -2.146463 -0.942880 -3.213614 -0.954 -0.368 -0.996
C -1.797440 -0.990507 -4.770777 -1.684 0.385 1.755
H -1.455012 -5.878872 0.449853 -0.257 0.133 0.108
H 0.219889 -5.861442 -0.105361 0.153 -0.131 0.163
H -0.813998 -7.266738 -0.381673 0.098 -0.815 0.225
H -2.214326 -5.909251 -1.956611 -0.153 0.626 0.320
H -0.680756 -6.364665 -2.445844 0.157 0.841 0.273
H -0.773446 -4.074148 -3.098987 -0.343 0.336 0.963
H 0.324148 -4.199254 -1.773652 0.333 0.376 0.344
H -1.793547 -3.471442 -0.167317 -0.031 -0.939 0.381
H -2.517415 -3.172533 -1.722749 -0.227 0.330 0.284
H 1.144031 -2.139436 -1.218308 0.957 -0.341 -0.680
H 0.372566 -2.801038 0.338898 0.414 0.499 -0.678
H 1.049937 0.211702 -0.202369 -0.038 -0.252 -0.777
H 1.510355 -0.860866 1.077714 -0.636 0.141 0.365
H -0.971314 0.562955 1.257124 0.044 0.716 -0.494
H -0.775717 -0.993491 1.865272 0.070 -0.097 -0.303
H -2.165648 -0.195688 -0.610024 -0.130 -0.450 0.051
H -2.447099 -1.644507 0.394342 -0.525 0.037 0.594
H -0.295229 -2.063878 -2.961066 -0.586 1.262 0.150
H -0.155283 -0.360372 -2.446839 -0.836 -1.138 0.559
H -2.607075 0.025031 -2.964522 0.409 -0.108 0.076
H -2.955703 -1.683866 -3.015474 0.587 0.376 -0.072
H -0.793391 -0.686664 -4.887566 0.907 0.314 -0.459
H -2.485783 -0.390023 -5.378428 0.315 0.230 0.317
H -1.947157 -1.980013 -5.138323 0.283 -0.926 -0.157
C -4.945691 2.832132 3.258329 -0.446 2.016 -1.887
N -5.184576 1.575587 2.503272 -0.030 0.992 2.119
C -6.222064 0.842321 3.262288 0.472 -0.131 0.664
C -5.625155 1.840509 1.124355 -0.720 1.405 -0.330
C -3.864420 0.777718 2.446324 -1.354 1.143 -1.599
C -3.305075 0.435257 3.759140 0.314 -2.716 1.704
O -2.586739 1.427806 4.394598 1.053 2.930 -2.244
H -5.857536 3.411161 3.414862 -0.503 -0.466 -0.249
H -4.380509 3.455214 2.544470 0.545 -0.143 0.902
H -4.536338 2.705159 4.235293 0.806 -0.529 0.210
H -5.971314 0.797836 4.350727 -0.075 -0.026 -1.089
H -6.131884 -0.102503 2.789470 -0.862 -1.436 0.132
H -7.197519 1.311804 3.162052 0.076 -0.006 -0.307
H -4.756183 2.199349 0.594975 0.207 0.463 -0.162
H -6.438909 2.640624 1.116741 1.043 -1.248 0.049
H -5.927259 0.942151 0.603535 -0.341 -0.376 0.318
H -3.164613 1.457657 1.910193 -0.291 -0.483 0.090
H -4.232059 -0.021590 1.806895 0.984 -0.772 0.240
H -2.598117 -0.404914 3.615301 -0.665 -0.130 -0.364
H -4.047064 0.082460 4.508798 0.176 -0.132 -0.698
H -2.268317 1.981313 3.566938 0.244 -0.415 2.190
C -1.488105 -3.057385 4.690775 0.443 0.537 -0.100
N -0.967836 -4.293911 4.013301 -1.088 0.011 0.011
C -2.113314 -5.338664 4.027513 -0.723 2.696 1.827
C -0.726794 -3.889237 2.556132 1.435 -2.012 0.845
C 0.311600 -4.710147 4.765174 -0.367 0.826 -1.490
C 1.145009 -5.861514 4.176534 -2.471 0.461 -1.075
O 2.251839 -5.932739 4.951137 0.979 -2.888 0.840
H -0.783276 -2.205800 4.543362 -0.434 -0.867 -0.273
H -1.504905 -3.247648 5.760972 -0.332 -0.085 0.096
H -2.470433 -2.831543 4.247660 0.284 -0.002 0.203
H -1.714833 -6.194367 3.585453 0.280 -1.586 -0.576
H -2.978993 -4.889296 3.477474 1.031 -0.425 -0.030
H -2.509642 -5.472239 5.091484 1.026 -0.085 -1.292
H -0.662893 -4.836700 1.957384 0.149 1.034 0.555
H 0.213922 -3.338742 2.618797 0.111 0.107 -0.462
H -1.544358 -3.296886 2.238149 -1.020 0.507 -0.211
H 0.008524 -4.963540 5.763080 -0.220 -0.077 0.558
H 0.931858 -3.772257 4.751232 -0.466 -0.744 -0.050
H 1.411941 -5.615337 3.144921 -0.224 -0.135 -0.098
H 0.547215 -6.816460 4.205012 0.793 0.688 0.040
H 2.504018 -5.084259 5.219450 0.818 1.923 0.388
C 3.289335 -1.088300 -2.519412 -1.529 0.388 1.125
O 2.865431 -2.438490 -2.886200 0.528 0.602 -0.389
O 2.239849 -0.355486 -2.114059 0.723 -0.625 -0.328
C 4.352941 -1.155429 -1.400741 1.601 -0.540 -0.801
F 5.616938 -1.572166 -1.845042 -0.797 0.467 -0.405
F 4.542034 0.074541 -0.926310 0.248 0.656 0.428
F 4.159955 -1.962158 -0.378249 -1.118 -0.511 0.959
C 3.710476 -3.184101 -3.788751 0.608 0.252 1.890
C 2.846782 -4.112200 -4.590286 -0.007 -0.911 0.682
H 2.270165 -3.652062 -5.367944 0.043 0.475 -0.600
H 3.471843 -4.925053 -4.964960 -0.158 0.056 -0.339
H 2.094259 -4.574487 -3.937771 0.261 0.010 0.131
H 4.457753 -3.753066 -3.133312 -0.815 0.484 -1.037
H 4.285463 -2.476684 -4.390584 0.001 -0.099 -0.207
H 3.863144 -0.566667 -3.282244 0.240 -0.494 -1.130
C -4.779912 -3.090476 2.154716 -0.137 0.743 0.783
O -4.948230 -4.430072 2.528105 0.548 -1.647 -0.554
O -3.587953 -2.564925 2.308924 0.155 0.210 0.790
C -5.124088 -3.029477 0.712768 -2.131 -0.367 -1.541
F -4.257081 -3.463902 -0.190412 1.041 0.010 0.160
F -6.257268 -3.703471 0.378667 -0.378 0.165 0.389
F -5.384758 -1.731897 0.430176 0.037 0.745 -0.462
C -5.477680 -4.670048 3.779902 -0.212 -0.327 1.555
C -7.014302 -4.742630 3.829714 0.893 0.268 -1.550
H -7.408769 -4.958371 4.798429 -0.181 -0.604 0.553
H -7.398949 -3.784665 3.556325 -0.279 1.000 -0.037
H -7.385564 -5.357688 2.996717 0.112 -0.428 0.664
H -5.093785 -3.933227 4.505729 -0.234 0.231 -0.100
H -5.027275 -5.600000 4.143540 -0.259 -0.217 -0.172
H -5.689064 -2.612801 2.670550 0.749 0.427 -0.309
C 2.799478 -2.328239 3.004865 -2.086 -0.246 0.831
O 2.679188 -3.646230 2.537575 0.094 -0.388 -0.574
O 1.558878 -1.978131 3.371995 0.959 0.765 0.911
C 3.867925 -2.427196 4.191440 0.643 0.382 -1.810
F 5.172135 -2.490959 3.623407 -1.732 -0.381 1.242
F 3.923555 -1.392541 5.034959 -0.207 0.215 0.049
F 3.610810 -3.521882 4.939714 0.814 0.457 -0.098
C 3.757755 -4.174916 1.796033 0.215 -2.095 2.553
C 3.167566 -5.087937 0.758641 0.707 1.248 0.516
H 4.010047 -5.534106 0.321408 0.959 -1.374 -0.791
H 2.498977 -5.777817 1.241142 -0.270 -0.384 -0.126
H 2.734594 -4.498273 -0.013476 -0.923 0.394 -0.649
H 4.327433 -4.841645 2.556681 -0.355 0.926 -1.246
H 4.432605 -3.405698 1.479607 0.242 0.320 -0.624
H 3.148202 -1.718699 2.173067 1.021 0.308 -0.103
C 1.769530 1.250062 -8.294400 -1.149 0.062 -0.665
O 3.027136 1.106408 -7.581252 0.814 -0.863 -0.350
O 1.787992 1.293161 -9.625407 0.153 0.006 2.923
C 0.784238 0.136521 -7.756492 -1.780 0.863 -0.841
F 0.514768 -0.002641 -6.387675 1.350 -0.001 -0.659
F -0.468568 0.539926 -8.179804 0.249 -0.256 -0.154
F 0.987355 -1.055421 -8.262580 0.247 -1.072 0.188
C 3.948185 0.127474 -8.251216 -0.966 2.731 0.745
C 5.357821 0.619682 -8.094122 0.238 -2.252 1.887
H 5.648649 1.373576 -8.733189 0.379 2.127 -0.956
H 5.712168 0.691959 -7.044424 -0.687 0.894 -0.314
H 6.002952 -0.201405 -8.335007 0.415 -0.873 -0.811
H 3.601546 0.213800 -9.279164 0.164 -0.832 -0.200
H 3.883278 -0.817018 -7.746079 -0.553 -0.700 -0.088
H 1.198556 2.070169 -7.687080 1.079 0.204 -0.928
C -1.481663 3.896431 1.412283 -0.217 1.347 0.709
O -2.858645 4.112809 0.896376 0.670 -1.178 0.684
O -1.373804 2.816945 2.152475 -0.103 0.361 -0.393
C -0.648098 3.841963 0.091197 1.605 -1.002 -0.022
F -0.725481 2.632085 -0.505418 -0.775 0.068 -0.043
F -0.900272 4.777250 -0.799408 -1.388 0.782 -0.783
F 0.708433 3.999825 0.230395 0.168 -0.004 1.115
C -3.484573 5.358277 0.807937 2.096 1.852 0.664
C -4.720368 5.072877 0.102278 -2.581 0.474 0.488
H -5.121553 5.954321 -0.365170 -0.283 0.480 -0.197
H -4.629153 4.324437 -0.646290 0.429 -0.598 -0.670
H -5.476361 4.726969 0.816544 -0.100 -0.041 -0.186
H -2.915656 6.111980 0.228328 0.279 -0.559 -0.053
H -3.617154 5.935774 1.786582 -0.069 -1.186 -0.640
H -1.215571 4.897301 1.942645 -0.085 -0.981 -0.664
```
Positions in Å, forces in eV/Å.

Values from the calculation:
Calculated total energy = -5152.6980 a.u.
Spin multiplicity = 1

# ClH22O15

A cluster of 12 separate species, ClH22O15 in total at a distorted geometry (ωB97M-V/def2-TZVPD, OMol25).

```
38
Properties=species:S:1:pos:R:3:forces:R:3
Cl 6.253000 14.060000 20.068000 0.349 -0.881 -0.731
O 5.272000 13.705000 18.985000 1.822 1.112 2.045
O 5.877000 13.260000 21.282000 0.890 2.039 -1.874
O 7.638000 13.679000 19.641000 -2.818 0.700 0.995
O 6.218000 15.519000 20.359000 -0.227 -2.084 -0.418
O 8.760000 14.994000 17.437000 0.869 -1.335 -1.330
H 8.563000 15.730000 17.986000 -0.711 0.822 0.215
H 8.212000 14.921000 16.630000 -0.312 0.514 0.826
O 6.063000 14.358000 15.981000 1.398 2.981 -0.274
H 5.699000 14.996000 16.629000 0.327 -0.811 -0.560
H 5.674000 13.530000 16.099000 -1.341 -2.204 0.385
O 7.797000 11.989000 16.881000 -0.363 -0.829 0.065
H 8.528000 12.237000 16.338000 0.783 0.001 -0.836
H 7.804000 12.703000 17.503000 -0.429 0.803 0.879
O 4.707000 11.098000 22.207000 0.025 -0.705 0.353
H 5.526000 10.599000 22.327000 -0.202 -0.128 -0.112
H 5.004000 12.003000 22.282000 -0.127 0.383 -0.035
O 5.123000 10.774000 18.725000 0.302 0.037 -0.310
H 4.733000 11.371000 19.360000 -0.507 0.170 0.371
H 6.067000 10.927000 18.897000 -0.085 -0.428 -0.260
O 4.090000 12.278000 16.243000 0.613 -0.070 -3.123
H 4.380000 12.109000 17.098000 0.653 -0.837 2.718
H 3.211000 12.607000 16.271000 -1.073 0.603 0.512
O 5.879000 16.672000 17.384000 -0.700 0.363 -0.480
H 6.615000 16.839000 17.955000 0.719 0.026 0.561
H 5.141000 16.639000 17.993000 -0.088 -0.014 0.180
O 7.315000 10.897000 20.536000 0.164 -1.268 0.027
H 6.654000 11.543000 20.755000 -0.442 0.612 0.328
H 8.079000 11.405000 20.294000 0.595 0.463 -0.150
O 3.002000 15.356000 19.439000 -0.774 0.907 -0.117
H 3.417000 16.016000 18.886000 -0.124 0.398 -0.221
H 3.756000 15.006000 19.889000 0.800 -0.838 0.619
O 2.015000 13.756000 17.572000 1.228 -0.510 0.426
H 2.448000 14.348000 18.220000 0.599 -0.791 0.249
H 1.304000 14.323000 17.404000 -2.209 0.879 -0.959
O 10.419000 13.504000 19.353000 0.317 0.099 0.236
H 10.689000 14.428000 19.522000 -0.725 -0.815 -0.316
H 9.466000 13.475000 19.140000 0.802 0.639 0.116
```
Positions in Å, forces in eV/Å.

Values from the calculation:
Calculated total energy = -1601.8148 a.u.
Spin multiplicity = 1
Charge = -1
Relative energy (zero: lowest compared OMol25 entry of this formula, charge and spin) = 0.910 eV

What is the formula in the first record?
C63H130F15N5O12